1.
Density functional theory data (ωB97M-V/def2-TZVPD) for C35H40F7GdN6O9S2 as an isolated structure at a distorted geometry.

Last column: Mulliken charge in e.
Atoms and positions in Å:
C -3.402 -0.538 -0.393  -0.299
H 3.829 -3.111 -3.060  0.393
H 1.342 -0.592 4.983  0.155
H -4.086 -0.155 -1.140  0.347
H 2.741 -1.590 5.370  0.474
H -2.205 -6.042 -2.835  0.284
H 0.193 -3.037 -2.751  0.546
H 4.271 -1.442 2.207  0.364
C 2.870 -1.039 -3.234  -0.853
H -1.713 -5.520 -0.249  0.389
C -2.224 4.874 1.889  0.496
C -1.970 3.397 -3.074  -0.276
F 2.010 2.904 4.247  -0.264
H 2.806 0.867 4.412  0.389
H 1.203 4.639 0.332  -0.089
C 1.944 -1.436 4.632  -0.647
H -2.848 3.160 -3.706  0.359
C -3.047 -4.524 -1.618  -0.574
C 2.512 5.044 -1.330  -1.628
O 4.464 2.101 2.755  -0.825
H 0.140 -4.600 -1.028  0.555
H -2.392 0.675 -3.426  0.541
N -1.385 -4.182 -3.331  0.132
C -2.547 -5.037 -2.975  -0.906
N 2.568 -0.937 3.394  1.234
H 1.896 3.145 -0.345  -0.057
H -1.494 -1.358 2.808  0.536
F 1.225 3.570 2.377  -0.070
C 3.512 -1.978 2.863  -0.760
C 2.701 -2.261 -1.399  -0.402
H 3.312 5.398 -0.659  0.442
H -0.017 -2.807 3.051  0.283
N -1.745 2.573 3.217  -0.867
H 3.020 -0.697 -4.245  0.471
O 0.246 0.870 2.917  0.196
C 3.674 1.171 2.534  0.460
C -0.026 2.606 -1.913  -0.250
H -3.492 -3.538 -1.741  0.157
S -0.416 1.937 3.677  1.220
C 2.078 -0.423 -2.300  -0.086
N 0.861 1.524 -1.527  0.601
H -2.371 -3.932 0.342  0.067
O -1.273 2.741 0.768  -0.317
H -2.470 5.446 -2.660  0.322
H 1.574 -3.522 4.223  0.336
H 2.782 -3.118 -0.727  0.442
O 1.609 -2.635 1.568  -0.125
C 1.075 -2.658 4.659  -0.913
F -2.928 5.328 2.888  -0.228
C 0.290 3.898 -1.442  0.487
C -1.133 2.359 -2.789  0.584
H 1.975 5.967 -1.610  0.340
O 3.228 -4.148 1.840  -0.815
C -1.960 -1.122 1.863  -0.610
C 0.902 3.259 3.621  0.370
H 0.848 -2.828 5.718  0.421
C 2.708 -3.058 2.040  0.195
C -3.256 -1.636 1.747  -1.553
C 3.308 -2.258 -2.626  -1.288
C -1.745 4.638 -2.492  -1.059
C -1.002 1.121 -5.030  -1.570
C -0.787 -3.265 -2.387  -0.891
H 4.322 -0.045 4.248  0.371
H -1.563 0.387 -1.072  -0.661
H -1.345 -2.331 -2.299  0.127
C 1.508 4.134 -0.598  0.332
O 3.081 0.917 1.422  -0.476
H 4.075 -2.481 3.667  0.328
H -0.327 -3.066 -0.326  -0.841
F 0.462 4.342 4.248  -0.286
H -1.436 0.304 -5.551  0.493
C -1.950 -4.494 -0.526  -0.620
F -5.264 -1.697 0.439  -0.453
H -0.517 5.950 -1.428  0.365
H -0.759 0.260 -3.045  -0.477
O -0.175 -2.513 3.981  -0.559
C -1.288 -0.473 0.819  1.718
Gd 1.220 -0.325 0.951  -0.544
C -3.954 -1.297 0.594  0.327
H 1.349 1.220 -3.521  0.337
O -3.553 2.538 1.580  -0.768
H 0.098 1.179 -5.254  0.262
C -0.636 -3.850 -1.021  0.704
C 3.390 0.221 3.711  -0.883
H -3.714 -2.177 2.567  0.413
C -1.189 -4.070 -4.598  0.694
S -2.200 2.990 1.788  1.192
H -3.338 -4.995 -3.699  0.495
N 2.015 -1.131 -1.137  0.874
O -0.516 1.732 5.087  -0.809
C -1.362 1.026 -3.513  0.078
C -0.652 4.908 -1.740  -0.326
H 2.983 4.565 -2.192  0.358
F -2.690 5.376 0.756  -0.192
H -3.890 -5.173 -1.288  0.454
H -1.447 1.943 -5.512  0.419
C -2.049 -0.167 -0.304  0.459
N -0.962 -3.993 -5.715  -0.720
C 1.436 0.848 -2.468  -0.340
F -0.945 5.246 2.047  -0.210

Summary:
**HOMO (alpha / beta)**: 0.07 / -3.46 eV
**Max |F|**: 0.119 hartree/bohr
**Spin multiplicity**: 8
**Total charge**: -2


2.
Density functional theory data (ωB97M-V/def2-TZVPD) for C35H40N2O2RuS3Sb as an isolated structure at a distorted geometry.

Last column: Mulliken charge in e.
Atoms and positions in Å:
H -5.958 -1.409 1.510  0.476
C 1.445 -3.119 -3.124  -0.847
H 5.416 1.624 -1.280  0.487
H 2.210 5.452 1.752  0.259
C 0.244 -2.150 4.255  -0.966
H 3.225 7.208 0.551  0.437
H 2.235 -2.722 -3.741  0.487
C 1.770 4.231 0.197  0.535
C -2.680 -1.225 -2.747  -1.741
C -0.618 -3.131 4.712  -0.785
H -1.354 -5.181 0.167  0.346
H 1.661 -0.969 1.567  -0.003
H 1.405 -5.025 -4.100  0.412
H -2.394 -3.670 1.899  0.505
H 1.458 3.181 -1.648  0.526
H -2.232 -4.452 4.215  0.480
C -0.152 -2.857 -1.356  0.665
C -0.053 -4.905 -2.549  -0.750
H 0.565 0.299 2.233  -0.001
C -0.799 -2.243 2.106  0.568
H -4.008 2.604 -2.098  0.528
H 1.855 -0.392 3.229  0.580
H -3.541 1.275 2.569  0.510
H 4.159 2.869 -1.394  0.212
C -3.945 2.356 -1.051  -0.934
C 2.846 6.350 0.015  -0.391
O 2.748 0.769 -0.420  -0.682
S 3.764 1.454 0.468  0.389
C 4.840 2.352 -0.717  -0.402
H -1.744 -0.691 -2.552  0.124
C -2.714 1.931 -0.546  0.641
C -3.710 1.623 1.562  -0.035
H 5.850 -0.592 -0.840  0.331
C -5.043 2.459 -0.226  -0.219
H -5.737 2.180 1.804  0.474
H 3.362 7.031 -1.931  0.468
H -3.175 -0.745 -3.586  0.498
H -6.870 -1.024 -0.756  0.450
H 5.495 -1.841 0.343  0.399
H -0.550 -3.467 5.733  0.425
C 0.172 -1.693 2.943  0.292
C -1.563 -3.682 3.865  -0.952
C -3.574 -1.236 -1.546  0.545
H 5.082 3.971 0.684  0.278
C -4.949 -1.086 -1.697  -0.664
H 6.418 2.815 0.690  0.360
H -5.349 -0.923 -2.684  0.494
C -5.807 -1.143 -0.613  -0.822
O -1.530 1.087 1.263  -0.367
C -1.757 -4.704 -0.727  -1.053
C 1.121 -0.633 2.463  -0.402
C 0.878 -2.340 -2.131  -0.738
S -1.321 1.889 -1.567  -0.353
C -3.075 -1.420 -0.255  0.758
H -2.437 -2.249 -3.039  0.320
N -2.635 1.559 0.758  0.411
C 2.930 6.240 -1.345  -0.587
C 0.977 -4.408 -3.325  -0.763
Ru 0.462 0.958 -0.137  0.471
C 5.121 -0.923 -0.103  -1.120
N 2.288 5.363 0.742  0.074
H -5.988 2.808 -0.611  0.455
H -3.524 -1.574 1.840  0.692
H 1.231 -1.316 -1.956  0.193
H -2.303 -5.457 -1.287  0.545
H 5.827 0.588 1.300  0.483
C -5.297 -1.346 0.660  -0.917
H -0.418 -5.908 -2.712  0.482
C -3.930 -1.454 0.842  -1.059
H 0.980 -1.736 4.929  0.443
C 2.426 5.081 -1.962  -0.355
H 4.180 -1.144 -0.608  0.197
C -0.646 -4.138 -1.549  0.698
H 4.425 -0.325 1.861  0.363
Sb -0.960 -1.475 0.097  2.383
H -2.456 -3.926 -0.420  0.089
C 1.857 4.090 -1.203  -0.598
H 2.500 4.976 -3.032  0.481
C -1.660 -3.230 2.559  -0.372
H 6.260 3.963 -0.624  0.388
S 1.075 3.104 1.260  -0.569
C 5.700 3.330 0.058  -1.171
C 4.904 0.109 0.983  -0.513
C -4.914 2.097 1.114  -0.976

Summary:
**HOMO (alpha / beta)**: -12.61 / -13.38 eV
**Max |F|**: 0.037 hartree/bohr
**Spin multiplicity**: 6
**Total charge**: +2


3.
Density functional theory data (ωB97M-V/def2-TZVPD) for a 2-piece molecular cluster, C35H40N5O2 overall at a distorted geometry.

Last column: Mulliken charge in e.
Atoms and positions in Å:
H -0.366 0.650 -1.873  0.470
C -1.866 1.095 0.300  -0.660
H -3.352 -1.228 -0.319  0.366
H -2.992 2.584 -4.705  0.390
H -4.604 3.091 -2.867  0.415
H -1.715 -1.771 2.921  0.330
H -2.300 4.226 1.737  0.341
O -2.011 -7.758 5.421  -0.443
C -3.830 -6.168 5.054  -0.332
C -1.547 -6.961 6.538  -0.781
H -1.243 -5.957 6.208  0.328
H -6.782 1.107 2.890  0.384
H -4.760 -8.237 1.875  0.494
C -5.167 -6.469 3.059  0.214
N -1.126 1.868 1.125  0.948
C -8.107 -6.340 1.064  -0.741
C -0.575 3.224 0.892  0.348
C -3.394 2.163 -1.351  -0.026
H -6.340 -2.631 0.039  0.647
C -6.572 -4.847 1.747  -0.368
C -0.435 -0.582 4.208  -1.599
C -7.440 2.306 1.212  -0.678
C -6.929 1.159 1.807  -0.331
C -4.886 -5.775 4.233  -0.534
H -7.718 3.162 1.830  0.401
C -7.603 2.361 -0.180  -0.436
H 1.148 2.875 2.109  0.337
H -4.092 2.349 -0.529  0.484
C -4.485 -7.657 2.757  -0.616
H -6.438 -0.747 -0.997  0.258
H -2.317 -6.881 7.318  0.326
H -2.987 -1.237 4.998  0.414
H -8.008 3.259 -0.644  0.405
C 0.924 3.162 1.077  -1.365
H -9.457 -4.461 0.118  0.313
N -1.581 0.124 2.229  0.907
C -3.675 2.556 -2.653  -0.695
C -6.160 -2.435 1.099  -0.927
H -0.829 5.208 1.677  0.425
C -1.680 -0.777 3.366  0.153
H -8.014 -3.807 -0.659  0.343
C -3.446 -8.086 3.569  -0.778
C -5.831 -3.596 1.941  0.692
C -2.770 2.272 -3.685  -0.345
H -0.470 -1.264 5.064  0.438
N -6.244 -6.089 2.229  0.359
H -5.847 -1.126 2.712  0.140
H -3.024 -1.983 1.406  -0.132
C -1.213 4.199 1.860  -1.365
O -4.962 -3.488 2.837  -0.585
C -1.282 1.196 -2.113  -0.148
H -3.591 -5.580 5.944  0.371
C -6.149 -1.202 1.662  0.613
H -9.003 -6.681 0.577  0.424
H -3.840 -0.687 3.537  -0.247
N -7.721 -5.008 1.048  0.013
H -7.146 -8.065 2.018  0.550
C -2.949 -0.532 4.157  -0.644
H -0.837 3.472 -0.138  0.187
C -3.082 -7.320 4.707  0.847
C -2.184 1.489 -1.063  -0.705
H 1.371 2.434 0.395  0.343
H -0.972 3.906 2.887  0.321
H -8.604 -3.099 0.884  0.403
H 1.368 4.141 0.869  0.426
H -2.898 -8.998 3.343  0.433
H -2.950 0.493 4.553  0.348
H -0.877 1.358 -4.219  0.386
C -6.601 0.021 1.024  0.649
C -7.247 1.262 -0.970  -0.757
C -2.195 -0.069 1.010  2.368
H 0.461 -0.819 3.628  0.393
H -0.379 0.455 4.557  0.326
C -8.475 -4.022 0.313  -0.828
H -7.358 1.305 -2.054  0.416
N -0.935 1.277 2.321  -1.114
H -0.683 -7.505 6.920  0.247
C -6.746 0.101 -0.380  -0.311
C -2.938 -1.186 0.680  -1.975
C -1.577 1.586 -3.412  -0.707
C -7.190 -7.019 1.773  -0.355
H -5.490 -4.918 4.518  0.391

Summary:
**HOMO**: -7.65 eV
**Max |F|**: 0.069 hartree/bohr
**Spin multiplicity**: 1
**Total charge**: +1


4.
Density functional theory data (ωB97M-V/def2-TZVPD) for C35H41AsN5O2SV as an isolated structure at a distorted geometry.

Last column: Mulliken charge in e.
Atoms and positions in Å:
C -0.087 6.558 2.532  0.285
H 3.186 1.250 2.466  0.230
H 2.896 0.917 -2.296  0.345
H -2.921 -2.724 -1.931  0.267
H -2.452 -0.720 -0.482  0.445
C -3.131 -3.229 0.583  -2.413
H -2.187 -4.500 2.774  0.550
H 0.018 -1.603 2.921  0.339
C 0.413 -0.730 3.423  0.079
C 3.616 1.028 1.488  -1.277
H 1.964 0.299 6.243  0.489
C 0.988 -0.815 4.672  -0.910
H 4.313 0.613 -1.256  0.471
C -3.313 0.808 -1.744  -0.688
C 1.354 1.539 4.613  -0.311
H 1.343 3.036 -1.031  0.190
H -2.658 4.097 -1.307  0.510
C 0.543 -3.342 1.414  0.900
C 0.938 -2.610 -2.318  -1.688
H 3.107 3.127 -0.832  0.505
H 3.058 -3.926 0.359  0.500
H 0.712 -1.618 -2.710  -0.006
H -1.548 -1.975 -2.728  -0.055
H 0.521 -3.337 -3.012  0.376
H -0.602 1.832 -7.465  0.444
H 2.013 -2.754 -2.338  0.518
C 0.417 4.066 2.989  -0.850
C 2.170 2.850 -0.341  -1.253
C 0.348 -2.796 -0.944  0.434
C 1.464 -3.761 2.524  -2.008
C -2.533 0.340 -0.702  0.088
H -1.912 -0.304 -7.760  0.401
H 2.105 -4.564 2.165  0.491
C -1.051 -2.879 -0.837  1.322
H -2.188 -2.773 3.105  0.375
C -2.660 3.031 -1.149  -0.614
N -1.836 1.147 0.088  -0.181
H 4.323 1.818 1.223  0.449
C -1.722 -0.781 -5.641  0.162
C 3.258 0.373 -1.421  -0.866
C -1.067 3.223 0.821  0.094
H 0.937 4.393 3.876  0.660
H -3.387 -4.262 0.817  0.508
As 2.205 0.954 0.128  1.218
H -0.872 -3.782 3.680  0.250
H 3.015 -2.260 0.935  0.173
C 2.644 -2.939 0.159  -1.784
C -0.822 1.161 -6.646  -0.057
C 0.725 1.554 3.369  0.388
C 0.327 2.727 2.635  -0.187
H -2.250 -1.725 -5.697  0.468
N -0.365 1.497 -5.427  -0.029
H 4.149 0.078 1.544  0.404
C -1.888 2.487 -0.128  0.722
H 2.111 -2.941 2.833  0.337
H 0.935 -4.133 3.393  0.257
H -3.998 2.580 -2.757  0.488
H 1.713 2.464 5.036  0.537
V -0.137 0.628 0.873  0.162
C -1.528 0.002 -6.802  -1.038
H -1.555 5.320 0.541  0.596
C 1.138 -2.995 0.189  0.825
N 0.300 0.416 2.747  0.676
H -1.709 -3.732 -2.667  0.516
C -0.597 0.705 -4.311  -0.298
C -1.857 -2.810 -2.106  -1.553
H 1.063 -1.764 5.176  0.506
H 0.173 2.344 -5.286  0.277
H 3.037 -2.612 -0.795  0.254
N -0.322 2.347 1.518  0.429
S -0.010 1.201 -2.848  -0.497
C -0.846 -3.352 1.541  1.017
O -0.585 7.258 1.670  -0.686
H 3.155 -0.692 -1.609  0.186
N -1.285 -0.439 -4.466  -0.009
H -3.856 0.121 -2.370  0.490
C -1.642 -3.111 0.407  1.356
O 0.480 6.720 3.596  -0.686
C -1.008 4.582 1.111  -0.655
C 1.498 0.337 5.273  -0.971
H -3.478 -2.613 1.412  0.429
C -0.210 4.996 2.173  -0.447
C -1.550 -3.620 2.848  -2.195
H -3.698 -2.957 -0.301  0.294
C -3.388 2.181 -1.961  -0.827
H 2.038 3.479 0.542  0.361

Summary:
**HOMO (alpha / beta)**: -9.62 / -9.56 eV
**Max |F|**: 0.073 hartree/bohr
**Spin multiplicity**: 2
**Total charge**: +1
**Energy above the lowest of the compared OMol25 structures with the same formula, charge and spin**: 162.39 kJ/mol


no.,molecular weight (g mol⁻¹)
1,1043.108
2,839.748
3,562.738
4,721.679